[1]
Formula: C64H74F2N11O16S2
Source: OMol25
Level of theory: ωB97M-V/def2-TZVPD

XYZ file:
```
169
Properties=species:S:1:pos:R:3:forces:R:3
C -31.273 -4.299 -6.815 -1.2 -0.5 0.0
N -30.265 -5.291 -7.097 2.5 -2.3 0.0
C -29.528 -5.095 -8.218 0.9 -0.7 0.2
C -28.542 -6.001 -8.630 -1.3 -1.3 1.5
C -28.389 -7.220 -7.848 0.6 1.4 -2.0
C -29.026 -7.334 -6.637 -0.9 0.6 0.2
C -29.964 -6.383 -6.302 -1.2 1.3 -0.6
C -27.641 -8.352 -8.461 0.0 -1.2 -1.1
C -26.385 -8.180 -9.066 -1.7 0.0 0.8
C -25.804 -9.252 -9.708 -0.1 -0.6 0.1
N -26.376 -10.489 -9.719 -1.2 1.0 0.0
C -27.647 -10.684 -9.218 0.9 1.6 0.0
C -28.307 -9.599 -8.630 1.1 0.2 0.6
C -25.696 -11.598 -10.443 -0.3 0.6 0.3
H -31.959 -4.737 -6.089 0.2 0.6 0.4
H -31.875 -4.238 -7.721 0.0 0.5 0.0
H -30.776 -3.361 -6.570 -0.5 0.0 0.2
H -29.771 -4.183 -8.743 0.1 -0.1 -0.3
H -28.108 -5.905 -9.614 0.2 0.0 -0.4
H -28.936 -8.150 -5.935 0.2 -0.3 -0.3
H -30.605 -6.550 -5.448 -0.1 0.3 0.2
H -26.020 -7.166 -9.004 0.7 -0.4 -0.6
H -24.871 -9.153 -10.245 0.1 0.0 -0.1
H -28.078 -11.671 -9.303 0.0 0.0 -0.1
H -29.291 -9.691 -8.195 -0.1 -0.4 -0.3
H -25.748 -12.442 -9.754 0.3 -0.2 -0.4
H -24.692 -11.256 -10.691 0.0 -0.3 0.3
H -26.209 -11.770 -11.389 -0.2 -0.1 0.2
C -21.783 -9.371 -7.961 0.0 -0.6 0.1
N -22.724 -8.409 -7.394 0.7 -0.5 0.8
C -23.116 -8.543 -6.109 -1.2 1.5 0.2
C -23.995 -7.590 -5.563 0.2 -0.6 -0.9
C -24.526 -6.604 -6.423 0.9 -0.1 -0.4
C -24.039 -6.533 -7.736 0.4 0.3 0.1
C -23.076 -7.434 -8.233 -1.6 0.8 1.4
C -25.567 -5.602 -5.968 2.5 0.6 -1.7
C -25.490 -4.234 -6.297 -0.9 0.5 1.3
C -26.408 -3.386 -5.658 2.9 0.6 -1.8
N -27.342 -3.814 -4.882 -1.3 -3.1 1.3
C -27.486 -5.110 -4.558 2.3 -2.1 -2.6
C -26.554 -6.029 -5.163 -3.4 0.7 3.1
C -28.134 -2.978 -4.080 -0.7 2.8 0.9
H -21.567 -10.183 -7.266 -0.2 0.1 0.0
H -20.850 -8.847 -8.171 -0.2 -0.1 -0.3
H -22.329 -9.748 -8.826 0.8 -0.2 -0.3
H -22.768 -9.417 -5.578 0.2 0.2 0.1
H -24.275 -7.658 -4.522 0.0 -0.1 0.1
H -24.408 -5.714 -8.336 0.3 0.0 -0.6
H -22.658 -7.522 -9.225 -0.1 0.8 -0.1
H -24.715 -3.685 -6.810 0.3 -0.6 -0.4
H -26.242 -2.319 -5.627 -0.2 0.2 -0.5
H -28.315 -5.419 -3.939 0.2 0.2 0.2
H -26.631 -7.058 -4.846 0.0 -0.1 -0.1
H -29.195 -3.175 -4.229 0.1 -0.2 0.5
H -27.961 -1.944 -4.380 -0.1 0.0 0.1
H -27.730 -3.092 -3.074 -0.8 0.2 0.3
C -23.574 -15.195 -11.968 0.7 0.0 0.8
N -23.514 -14.013 -12.831 -1.4 1.0 -1.4
C -24.601 -13.668 -13.649 1.8 -0.1 -0.1
C -24.580 -12.557 -14.516 1.8 -0.4 2.7
C -23.463 -11.641 -14.327 0.1 -2.6 -0.9
C -22.366 -12.061 -13.514 -1.3 0.6 0.2
C -22.444 -13.206 -12.751 -0.5 0.2 -0.6
C -23.332 -10.527 -15.263 -0.1 1.7 -0.7
C -22.183 -10.311 -16.025 -0.3 -0.7 0.2
C -22.132 -9.286 -16.980 0.1 -0.3 1.5
N -23.114 -8.392 -17.021 -1.8 0.2 -0.5
C -24.316 -8.575 -16.359 1.8 -1.6 0.4
C -24.406 -9.660 -15.474 -0.7 0.7 -1.3
C -22.922 -7.222 -17.942 -0.8 -0.1 0.5
H -24.262 -15.964 -12.320 -0.2 0.4 0.2
H -23.715 -14.780 -10.970 -0.9 -0.5 0.1
H -22.595 -15.662 -11.858 0.1 0.0 -0.6
H -25.382 -14.414 -13.636 -0.1 0.1 -0.2
H -25.385 -12.483 -15.232 0.1 0.5 0.0
H -21.499 -11.444 -13.330 0.1 0.4 -0.5
H -21.653 -13.471 -12.065 0.0 -0.3 -0.1
H -21.402 -11.037 -15.851 0.5 0.4 -0.5
H -21.287 -9.056 -17.611 0.2 -0.3 0.1
H -25.173 -7.955 -16.575 0.4 0.4 0.0
H -25.395 -9.872 -15.097 0.1 0.2 0.5
H -23.708 -6.516 -17.674 0.4 0.5 0.1
H -23.081 -7.518 -18.979 0.3 -0.2 0.1
H -21.921 -6.843 -17.739 -0.2 0.2 -0.2
C -17.207 -0.924 -12.056 -0.3 1.4 -0.9
N -17.377 -2.369 -12.001 -0.8 0.2 1.0
C -18.630 -2.835 -12.008 -1.2 -2.3 0.3
C -18.902 -4.228 -11.853 1.1 1.4 -0.1
C -17.804 -5.093 -11.731 0.1 2.7 0.0
C -16.531 -4.547 -11.664 0.4 1.1 -0.3
C -16.354 -3.163 -11.775 1.1 -1.6 0.0
C -17.909 -6.500 -11.572 -0.3 -2.8 0.2
C -18.610 -7.060 -10.512 -0.6 -1.5 -0.1
C -18.709 -8.477 -10.409 0.2 2.7 -1.6
N -18.147 -9.236 -11.379 0.0 0.8 -0.1
C -17.403 -8.727 -12.417 -1.3 0.2 1.7
C -17.285 -7.347 -12.475 1.0 -0.5 -0.4
C -18.477 -10.647 -11.330 0.2 -0.9 -0.3
H -17.514 -0.654 -13.066 0.1 0.4 0.1
H -16.203 -0.531 -11.892 0.1 -0.7 0.0
H -17.856 -0.407 -11.349 -0.1 -0.4 0.0
H -19.420 -2.101 -12.072 -0.1 -0.1 -0.1
H -19.896 -4.642 -11.774 -0.3 0.4 -0.1
H -15.687 -5.205 -11.520 0.2 0.2 0.1
H -15.406 -2.652 -11.698 0.2 -0.3 0.0
H -19.200 -6.361 -9.937 -0.2 -0.3 0.7
H -19.413 -8.953 -9.742 0.4 -0.2 0.1
H -17.032 -9.456 -13.122 0.1 0.2 -0.4
H -16.615 -6.928 -13.212 -0.2 -0.1 -0.4
H -19.551 -10.770 -11.475 0.0 0.1 0.1
H -18.145 -11.044 -10.371 -0.1 -0.1 -0.1
H -17.985 -11.172 -12.148 0.0 0.1 0.1
C -30.122 1.488 -11.313 -0.1 1.1 0.7
N -29.558 0.404 -12.053 1.2 -1.2 -0.7
C -29.919 -0.835 -11.665 1.3 -2.7 -2.0
C -29.433 -1.984 -12.379 0.4 1.8 -0.7
C -28.626 -1.811 -13.569 -1.6 2.8 2.8
C -28.271 -0.492 -13.865 -0.2 1.6 0.8
C -28.686 0.608 -13.074 -0.7 -1.9 -0.3
C -28.347 -2.841 -14.497 -0.8 -1.0 -2.8
C -28.644 -2.612 -15.848 0.9 -0.4 -0.6
C -28.339 -3.587 -16.812 -0.8 1.9 0.7
N -27.807 -4.733 -16.447 0.3 -1.7 1.4
C -27.537 -5.010 -15.136 -1.1 1.2 0.4
C -27.948 -4.091 -14.135 1.7 -1.4 -0.4
C -27.541 -5.803 -17.455 0.7 1.0 -0.2
H -29.648 2.417 -11.630 -0.4 0.0 -0.1
H -29.872 1.348 -10.261 -0.2 0.1 0.0
H -31.200 1.461 -11.471 0.1 0.4 0.1
H -30.623 -0.937 -10.852 0.0 0.2 0.0
H -29.710 -3.008 -12.178 -0.4 0.1 0.5
H -27.686 -0.199 -14.724 0.3 -0.4 -0.1
H -28.440 1.634 -13.306 0.1 0.0 0.0
H -29.060 -1.663 -16.154 0.0 -0.1 -0.2
H -28.531 -3.416 -17.861 0.0 -0.1 0.0
H -27.058 -5.958 -14.940 -0.2 0.0 0.2
H -27.843 -4.230 -13.069 0.4 -1.0 -0.1
H -26.482 -5.665 -17.672 0.2 -0.3 -0.1
H -28.100 -5.569 -18.361 -0.1 -0.2 0.2
H -27.766 -6.803 -17.084 -0.2 0.3 0.2
N -23.706 -7.244 -11.309 6.0 -2.6 -0.8
S -24.748 -7.260 -12.370 -8.4 1.7 -5.2
O -25.280 -8.610 -12.706 1.6 2.0 0.6
O -24.728 -6.249 -13.428 0.4 -2.2 1.5
F -25.820 -6.663 -11.408 -1.3 0.2 0.7
S -22.564 -8.056 -12.348 4.2 1.1 1.2
O -22.449 -7.755 -13.743 -0.8 0.0 1.2
O -22.510 -9.392 -11.898 -0.3 -1.8 0.5
F -21.183 -7.458 -11.745 -1.5 -0.1 -0.3
O -19.903 -8.108 -15.647 0.6 0.6 -0.6
C -19.131 -9.058 -15.079 7.5 -2.3 -2.9
O -17.934 -9.426 -15.394 -2.2 2.6 -0.6
O -19.675 -9.658 -14.190 -3.9 -2.2 4.8
H -20.502 -8.323 -14.927 -2.2 1.3 0.2
O -24.139 -3.501 -14.801 -0.2 0.5 0.4
C -24.552 -3.343 -16.108 -2.5 2.5 -1.1
O -24.453 -4.331 -16.839 0.4 -2.3 -0.7
O -25.132 -2.261 -16.446 1.1 -1.2 1.4
H -24.230 -4.445 -14.652 0.5 -0.3 0.1
O -27.762 -7.693 -13.530 1.2 0.3 -0.5
C -28.679 -7.520 -12.570 -3.5 1.2 1.7
O -28.776 -6.434 -11.941 1.3 0.5 0.1
O -29.498 -8.456 -12.456 0.6 -0.9 0.4
H -27.982 -8.621 -13.635 0.4 -0.7 -1.0
O -23.605 -4.858 -10.441 -0.7 0.8 0.3
C -22.359 -4.427 -10.042 -0.9 3.7 0.6
O -21.543 -5.283 -9.771 2.3 -3.9 0.5
O -22.186 -3.212 -9.901 -0.7 0.2 -0.4
H -23.477 -5.781 -10.671 0.0 0.1 -0.1
```
Forces are in eV/Å.

As for the total charge: +5. As for the HOMO energy: -14.284 eV.


[2]
Formula: C26H52BClFN2O17
Source: OMol25
Level of theory: ωB97M-V/def2-TZVPD

XYZ file:
```
100
Properties=species:S:1:pos:R:3:forces:R:3
C -1.424 -2.766 1.951 -0.1 -0.2 0.4
C -0.872 -1.530 2.627 0.4 -0.1 -0.2
Cl -2.162 -0.593 3.457 -0.1 -0.1 0.0
C 0.057 -0.653 1.750 -0.1 -0.5 0.7
N -0.276 -0.382 0.384 -0.4 0.2 0.0
C 0.213 -1.282 -0.623 0.1 -0.3 -0.2
C -0.758 -2.224 -1.341 0.2 -0.6 0.1
F -0.932 -1.864 -2.676 -0.1 0.2 -0.2
C -1.378 0.494 0.067 0.6 0.3 0.6
C -1.156 1.099 -1.323 0.2 0.5 -0.2
C -1.750 2.506 -1.545 0.2 -0.3 -1.1
C -0.724 3.652 -1.368 -0.8 0.2 0.1
N -1.205 4.769 -0.563 0.8 0.3 0.0
O -2.620 -0.214 0.255 0.1 -0.3 -1.0
B -3.676 -0.049 -0.596 -0.2 0.6 0.4
O -4.800 0.629 -0.160 -0.4 -0.9 0.0
O -3.738 -0.565 -1.873 0.1 -0.3 0.1
C -1.429 1.721 1.052 -0.3 0.7 1.5
O -2.536 2.039 1.549 0.5 -0.4 -0.8
O -0.336 2.299 1.284 0.1 -0.3 -0.6
H -1.650 -3.517 2.708 -0.2 0.0 0.0
H -2.325 -2.573 1.382 0.0 0.2 -0.2
H -0.658 -3.202 1.312 0.1 0.0 -0.2
H -0.240 -1.877 3.441 0.1 0.1 0.2
H 0.999 -1.207 1.764 0.1 -0.1 -0.2
H 0.277 0.235 2.337 -0.2 0.4 -0.3
H 0.767 -0.778 -1.424 -0.1 0.3 0.0
H 0.962 -1.925 -0.166 0.1 0.0 0.3
H -1.729 -2.325 -0.873 -0.2 0.4 0.0
H -0.321 -3.225 -1.381 0.1 -0.1 0.0
H -1.398 0.452 -2.162 -0.3 -0.3 0.2
H -0.082 1.250 -1.398 0.2 -0.1 0.1
H -2.027 2.534 -2.602 -0.3 0.0 -0.1
H -2.676 2.681 -1.001 0.1 0.0 0.4
H 0.185 3.259 -0.930 0.1 0.1 0.2
H -0.483 4.050 -2.355 0.1 -0.1 -0.1
H -2.176 4.959 -0.754 -0.2 -0.1 0.2
H -1.064 4.551 0.415 -0.4 -0.1 0.1
H -4.808 0.569 0.801 0.3 0.7 0.1
H -4.675 -0.640 -2.071 0.0 0.2 -0.4
C 2.713 4.996 -6.305 -0.2 -0.1 -0.1
C 3.556 4.241 -5.300 0.2 0.3 -0.2
O 2.783 3.282 -4.570 0.1 0.0 0.1
C 2.480 2.165 -5.227 -0.1 0.1 0.1
O 2.811 1.892 -6.355 0.1 0.0 -0.1
O 1.740 1.406 -4.427 0.0 -0.1 0.0
C 1.263 0.205 -5.038 -0.2 -0.3 0.0
H 1.852 5.451 -5.814 0.1 0.1 0.1
H 3.301 5.780 -6.783 0.0 0.0 0.0
H 2.333 4.332 -7.080 0.1 0.0 0.0
H 3.947 4.930 -4.554 -0.1 -0.1 0.2
H 4.407 3.752 -5.774 -0.1 -0.1 -0.1
H 2.082 -0.371 -5.465 0.0 0.1 -0.1
H 0.528 0.445 -5.805 0.1 0.0 -0.1
H 0.780 -0.388 -4.266 0.0 0.2 0.1
C -0.392 2.915 4.320 0.1 -0.1 0.6
C -0.497 4.286 3.704 0.0 -0.4 -0.4
O -0.839 5.298 4.691 0.0 0.1 0.0
C 0.134 5.689 5.489 -0.2 -0.2 -0.2
O 1.280 5.319 5.480 0.1 0.1 0.1
O -0.369 6.598 6.346 0.0 0.1 0.1
C 0.564 7.046 7.322 0.0 0.1 0.1
H -1.309 2.665 4.857 -0.1 0.0 -0.1
H -0.227 2.177 3.540 -0.1 0.1 -0.1
H 0.430 2.856 5.038 0.0 0.1 -0.1
H -1.303 4.294 2.975 -0.1 0.1 0.1
H 0.417 4.569 3.184 0.1 0.1 0.2
H 1.475 7.415 6.856 0.0 -0.1 0.0
H 0.799 6.240 8.017 0.1 0.0 0.0
H 0.086 7.857 7.867 -0.1 0.0 -0.1
C 3.010 -6.534 -6.431 -0.2 0.1 -0.1
C 4.336 -5.806 -6.482 0.0 -0.3 0.3
O 4.374 -4.840 -7.541 0.1 0.0 -0.1
C 3.701 -3.712 -7.307 0.0 0.0 -0.1
O 3.099 -3.444 -6.302 0.0 0.0 0.1
O 3.809 -2.935 -8.383 0.0 0.0 0.0
C 3.058 -1.719 -8.296 -0.1 0.3 -0.1
H 2.784 -6.982 -7.400 0.1 -0.1 0.0
H 3.038 -7.322 -5.677 0.0 0.0 0.0
H 2.195 -5.856 -6.186 0.1 0.0 0.1
H 5.138 -6.509 -6.698 0.1 0.1 -0.2
H 4.567 -5.326 -5.531 -0.1 0.1 0.0
H 3.305 -1.166 -7.393 0.0 -0.1 0.0
H 1.991 -1.937 -8.326 0.0 0.0 0.1
H 3.319 -1.117 -9.161 0.1 -0.1 -0.1
C -4.253 -3.136 6.705 0.0 -0.3 0.1
C -2.861 -2.547 6.769 -0.3 0.2 -0.3
O -2.076 -3.158 7.812 0.1 0.1 0.1
C -1.608 -4.369 7.546 -0.1 0.1 0.0
O -1.761 -4.991 6.527 0.0 -0.1 -0.1
O -0.929 -4.796 8.618 0.1 0.0 0.0
C -0.436 -6.129 8.498 0.1 -0.1 0.1
H -4.742 -3.070 7.679 0.0 0.1 0.0
H -4.855 -2.600 5.971 0.0 0.1 0.0
H -4.227 -4.188 6.424 0.1 0.0 -0.1
H -2.917 -1.491 7.020 0.2 0.0 0.2
H -2.346 -2.627 5.813 0.1 -0.1 0.0
H 0.156 -6.248 7.593 -0.1 0.0 -0.1
H -1.262 -6.838 8.503 0.0 0.0 -0.1
H 0.195 -6.310 9.364 0.0 0.1 0.1
```
Forces are in eV/Å.

As for the total charge: -1. As for the HOMO energy: -5.055 eV.


[3]
Formula: CH7N5O
Source: OMol25
Level of theory: ωB97M-V/def2-TZVPD

XYZ file:
```
14
Properties=species:S:1:pos:R:3:forces:R:3
N 2.587 0.042 0.020 0.0 0.6 0.5
N 1.396 -0.692 -0.062 0.0 -0.4 0.0
C 0.142 -0.097 -0.058 -0.2 0.9 0.1
N 0.091 1.193 0.090 0.0 -1.2 0.0
O -1.201 1.687 -0.187 -0.4 0.3 0.0
N -0.864 -1.050 -0.230 0.8 0.2 -0.3
N -2.217 -0.890 0.084 -0.6 1.5 0.4
H 2.773 0.456 -0.879 0.0 0.0 -0.3
H 2.509 0.831 0.677 -0.2 -0.5 -0.3
H 1.438 -1.529 0.499 0.0 0.0 -0.1
H -1.149 2.621 0.053 0.1 -0.3 -0.1
H -0.705 -1.715 -0.974 0.1 0.1 0.1
H -2.292 -0.947 1.100 -0.1 -0.2 -0.2
H -2.508 0.090 -0.133 0.3 -1.1 0.0
```
Forces are in eV/Å.

Its SMILES is NNC(=NO)NN. As for the total charge: 0. As for the HOMO energy: -8.523 eV. The energy relative to the best compared isomer or geometry (same formula, charge and spin) is 113.2 kJ/mol.


Number 1: M 1355.5 g mol⁻¹. Number 2: M 730.0 g mol⁻¹. Number 3: M 105.1 g mol⁻¹.